{
  "formula": "C4H13N2",
  "method": "ωB97M-V with the def2-TZVPD basis set",
  "symbols": ["H", "C", "H", "H", "H", "H", "H", "H", "N", "H", "N", "H", "C", "C", "H", "C", "H", "H", "H"],
  "xyz": [[-1.19, 0.48, 1.92], [0.79, -0.11, 2.00], [-1.30, 1.56, -0.22], [-0.95, -2.30, -1.57], [-1.75, -0.64, -1.38], [-0.85, -1.05, -2.82], [1.17, -1.21, -1.51], [0.43, 1.32, -1.78], [-0.42, 0.21, 1.28], [1.53, -0.75, 1.52], [0.37, -0.76, -1.09], [0.54, -0.72, 2.87], [0.58, 0.66, -0.91], [-0.90, -1.21, -1.72], [1.62, 0.70, -0.49], [-0.33, 1.32, 0.20], [1.25, 0.82, 2.35], [-0.71, -0.49, 0.58], [0.11, 2.15, 0.76]],
  "e_homo_ev": -13.455,
  "e_tot_ev": -7331.761,
  "lumo_ev": -3.0826,
  "total_charge": 1,
  "fmax_ha_per_bohr": 0.06577,
  "smiles": "CNCC[NH2+]C",
  "orbital_gap_ev": 10.4,
  "e_above_lowest_ev": 1.726
}



{
  "formula": "C4H13N2",
  "method": "ωB97M-V with the def2-TZVPD basis set",
  "symbols": ["H", "H", "H", "H", "H", "C", "H", "H", "H", "N", "H", "N", "C", "C", "H", "H", "C", "H", "H"],
  "xyz": [[-1.10, 0.21, -0.33], [0.40, 3.42, 0.23], [-0.11, -0.77, -2.60], [-0.66, -2.33, -2.06], [1.24, 2.73, -1.13], [-0.38, -1.61, 0.38], [0.66, -0.74, 1.99], [-0.23, 1.93, -0.46], [-0.98, -0.60, 2.07], [1.67, 1.80, 0.71], [1.73, 0.81, 0.41], [-0.24, -1.24, 1.80], [-0.90, -1.26, -1.99], [-0.86, -0.82, -0.57], [-0.28, -2.05, 2.41], [-1.88, -1.09, -2.46], [0.73, 2.48, -0.20], [-0.04, -2.67, 0.17], [1.22, 1.80, 1.62]],
  "e_homo_ev": -13.150,
  "e_tot_ev": -7331.079,
  "lumo_ev": -3.8842,
  "total_charge": 1,
  "fmax_ha_per_bohr": 0.03961,
  "orbital_gap_ev": 9.3,
  "e_above_lowest_ev": 2.409
}



{
  "formula": "C4H13N2",
  "method": "ωB97M-V with the def2-TZVPD basis set",
  "symbols": ["H", "C", "H", "H", "H", "C", "H", "N", "H", "N", "H", "C", "H", "H", "H", "H", "C", "H", "H"],
  "xyz": [[-1.48, 0.86, 1.18], [0.94, -1.58, 1.26], [1.01, 0.40, 0.85], [-1.21, 1.17, -3.06], [-0.27, 0.85, 2.56], [0.02, 1.04, -1.29], [1.78, -1.74, 0.58], [-0.27, 0.93, -2.69], [-0.60, 1.82, -0.82], [0.26, -0.30, 0.84], [-1.38, -0.49, 2.20], [-0.76, 0.30, 1.77], [1.05, 1.39, -1.17], [1.33, -1.43, 2.26], [-1.21, -0.69, -0.63], [0.23, -2.40, 1.22], [-0.19, -0.33, -0.61], [0.36, 1.33, -3.40], [0.40, -1.13, -1.06]],
  "e_homo_ev": [-21.897, -21.931],
  "e_tot_ev": -7318.950,
  "lumo_ev": [-7.2406, -13.1539],
  "total_charge": 2,
  "fmax_ha_per_bohr": 0.05307,
  "orbital_gap_ev": [14.7, 8.8],
  "e_above_lowest_ev": 1.087,
  "spin_multiplicity": 2,
  "s_squared": 0.7541
}